ORCA calculation (ωB97M-V/def2-TZVPD) on C23H17ClIrN4O7 as an isolated structure.

For the relative energy (zero: lowest compared OMol25 entry of this formula, charge and spin), the calculation gives 76.12 kcal/mol. For the HOMO energy (spin up / spin down), the calculation gives -7.712 / -7.684 eV. For the orbital gap (spin up / spin down), the calculation gives 4.6 / 4.7 eV. As for the total energy: -59769.069 eV. Its multiplicity is 2.

XYZ file:
```
53
Properties=species:S:1:pos:R:3:forces:R:3:mulliken_spin:R:1
Ir 0.0578 0.1517 -0.2523 -0.3 -0.5 -2.2 0.78
O 1.9818 -0.5170 -1.3345 -2.0 1.2 -0.2 0.00
C 3.1687 -0.7702 -0.9933 1.0 -0.2 1.0 0.02
C 4.0584 -1.3357 -1.9656 -0.2 -0.3 -0.1 -0.01
C 5.3796 -1.5426 -1.7028 -0.3 0.2 0.0 0.01
C 5.9172 -1.2200 -0.4424 -0.1 0.1 0.5 -0.01
C 5.0984 -0.7269 0.5360 0.4 -0.2 -0.1 0.01
C 3.7225 -0.4980 0.3162 -0.6 0.4 -0.5 -0.01
C 2.9604 0.0284 1.3808 0.7 0.1 -0.2 0.01
N 1.7047 0.3867 1.3670 -1.7 -1.2 -1.2 0.04
N 1.1837 0.8575 2.4630 -0.3 1.8 1.1 0.06
C -0.0218 1.4515 2.3719 1.8 -1.5 1.2 -0.01
O -0.5392 1.7325 1.2725 -0.1 -0.9 -3.0 0.04
C -0.6829 1.7576 3.6484 -0.3 0.1 0.3 0.00
C -2.0343 2.1014 3.6462 0.3 0.0 -0.1 0.00
C -2.6893 2.3188 4.8424 0.0 0.1 0.1 0.00
C -2.0041 2.2028 6.0423 -0.1 0.0 0.0 0.00
C -0.6573 1.8684 6.0503 -0.1 0.0 0.1 0.00
C 0.0029 1.6442 4.8586 0.0 0.0 -0.2 0.00
H 3.6416 -1.5554 -2.9373 -0.1 0.0 0.0 0.00
H 6.0320 -1.9459 -2.4645 0.0 0.0 -0.1 0.00
H 6.9706 -1.3666 -0.2580 0.0 0.0 0.1 0.00
H 5.5030 -0.4843 1.5095 0.0 0.0 0.1 0.00
H 3.4925 0.1894 2.3234 -0.3 -0.2 0.0 0.00
H -2.5494 2.1775 2.7031 -0.1 0.0 -0.1 0.00
H -3.7379 2.5762 4.8437 -0.1 0.0 0.0 0.00
H -2.5240 2.3760 6.9745 0.0 0.0 0.0 0.00
H -0.1282 1.7770 6.9889 0.0 0.0 0.0 0.00
H 1.0500 1.3885 4.8477 0.1 -0.1 0.0 0.00
O -2.6214 -2.5090 0.8389 -0.2 -0.7 -0.1 0.01
Cl -2.1347 -1.2748 1.3280 -1.1 -1.0 0.2 0.00
O -2.7632 -0.9064 2.5289 -0.4 0.4 0.9 0.01
O -0.7040 -1.3767 1.5392 2.0 0.3 0.0 0.02
O -2.3350 -0.2673 0.3222 0.2 1.5 -1.1 0.07
O -0.4376 1.3774 -2.0064 2.4 -0.3 3.7 -0.04
C -1.2798 1.1616 -2.9229 -2.0 -1.3 -2.1 0.00
C -1.7743 2.2980 -3.6438 0.4 -0.3 0.7 -0.01
C -2.6056 2.1809 -4.7187 0.0 -0.4 -0.1 0.00
C -2.9864 0.9139 -5.1689 -0.1 -0.1 -0.1 0.00
C -2.5546 -0.2078 -4.4994 -0.2 0.4 0.0 0.00
C -1.7466 -0.1370 -3.3597 0.2 1.3 0.1 0.00
C -1.3902 -1.3516 -2.6787 -0.1 0.0 -0.4 0.00
N -0.6047 -1.4885 -1.6167 0.3 2.3 0.9 0.02
C -0.5313 -2.7999 -1.3100 -0.1 -1.4 0.0 0.00
C -1.2864 -3.5066 -2.2044 0.8 -0.1 0.9 0.00
N -1.8134 -2.5913 -3.0619 0.2 0.8 0.2 0.00
H -1.4480 3.2618 -3.2876 0.1 0.1 0.1 0.00
H -2.9621 3.0608 -5.2326 0.0 0.1 0.0 0.00
H -3.6223 0.8112 -6.0325 -0.1 0.0 -0.1 0.00
H -2.8618 -1.1688 -4.8835 -0.1 -0.1 0.0 0.00
H 0.0342 -3.1407 -0.4654 0.0 -0.1 0.1 0.00
H -1.4744 -4.5569 -2.2899 0.0 -0.1 0.0 0.00
H -2.4526 -2.8062 -3.8083 0.1 0.2 0.1 0.00
```
Forces are in eV/Å.

ORCA calculation (ωB97M-V/def2-TZVPD) on one molecule with the formula C4H7ClS.

For the relative energy (zero: lowest compared OMol25 entry of this formula, charge and spin), the calculation gives 22.82 kcal/mol. For the HOMO energy (spin up / spin down), the calculation gives -4.562 / -9.672 eV. For the orbital gap (spin up / spin down), the calculation gives 5.4 / 7.9 eV. As for the total energy: -27614.799 eV. Its multiplicity is 3.

XYZ file:
```
13
Properties=species:S:1:pos:R:3:forces:R:3:mulliken_spin:R:1
C 0.4886 0.7717 1.9313 1.5 3.3 7.6 0.85
C 0.2236 0.2920 0.7171 -2.6 -2.3 -8.6 0.64
C 0.7053 -1.0504 0.2760 -0.2 0.6 0.2 -0.04
C -0.9989 0.2165 -1.8204 0.1 0.3 0.5 -0.01
S -0.7041 1.3065 -0.3962 0.7 -0.9 0.6 0.31
Cl -0.0547 2.3228 2.4385 0.2 -0.4 0.0 0.12
H 1.0587 0.2325 2.6691 0.0 0.1 0.1 0.02
H -0.1306 -1.7038 0.0307 0.0 -0.3 -0.1 0.05
H 1.2818 -1.5116 1.0738 0.1 -0.1 0.0 0.00
H 1.3416 -0.9611 -0.6033 0.2 -0.2 -0.2 0.05
H -1.5550 0.8211 -2.5302 0.0 0.0 -0.1 0.00
H -1.5967 -0.6391 -1.5221 0.0 -0.1 0.0 0.01
H -0.0598 -0.0970 -2.2645 0.0 -0.1 0.0 0.01
```
Forces are in eV/Å.

Question: Which of these has the highest relative energy (zero: lowest compared OMol25 entry of this formula, charge and spin)?
Answer: C23H17ClIrN4O7

Question: The highest multiplicity belongs to which entry?
Answer: C4H7ClS

Question: Which value of multiplicity does entry 1 give?
Answer: 2